ORCA calculation (the ωB97M-V functional and the def2-TZVPD basis) on a cluster of 11 separate species, C56H143N23O6P6 in total at a distorted geometry.

Bonds (Å) are listed after each position.
Geometry (Å):
1 C 14.744 21.809 19.818  C2 1.512, H6 1.090, H7 1.090, H8 1.090
2 C 13.436 21.538 20.525  C1 1.512, C3 1.605, H9 1.090, H10 1.090
3 C 13.603 21.311 22.105  C2 1.605, C4 1.487, H11 1.090, H12 1.090
4 C 14.146 22.527 22.766  C3 1.487, N5 1.137
5 N 14.604 23.417 23.305  C4 1.137
6 H 15.508 21.117 20.170  C1 1.090
7 H 15.203 22.760 20.089  C1 1.090
8 H 14.575 21.894 18.744  C1 1.090
9 H 12.918 20.726 20.015  C2 1.090
10 H 12.671 22.292 20.335  C2 1.090
11 H 14.237 20.465 22.370  C3 1.090
12 H 12.656 21.107 22.604  C3 1.090
13 C 20.594 15.185 19.271  C14 1.582, H18 1.090, H19 1.090, H20 1.090
14 C 20.901 15.827 17.858  C13 1.582, C15 1.524, H21 1.090, H22 1.090
15 C 20.155 17.093 17.453  C14 1.524, C16 1.483, H23 1.090, H24 1.090
16 C 18.677 17.014 17.357  C15 1.483, N17 1.150
17 N 17.538 16.903 17.235  C16 1.150
18 H 21.259 14.338 19.441  C13 1.090
19 H 19.608 14.736 19.386  C13 1.090
20 H 20.738 15.841 20.130  C13 1.090
21 H 20.712 15.095 17.072  C14 1.090
22 H 21.981 15.945 17.771  C14 1.090
23 H 20.347 17.447 16.440  C15 1.090
24 H 20.539 17.957 17.995  C15 1.090
25 C 11.397 11.517 19.890  C26 1.498, H30 1.090, H31 1.090, H32 1.090
26 C 12.255 12.025 21.008  C25 1.498, C27 1.570, H33 1.090, H34 1.090
27 C 12.912 10.906 21.891  C26 1.570, C28 1.462, H35 1.090, H36 1.090
28 C 14.043 10.262 21.224  C27 1.462, N29 1.160
29 N 14.957 9.751 20.726  C28 1.160
30 H 10.790 12.286 19.413  C25 1.090
31 H 10.794 10.717 20.319  C25 1.090
32 H 11.956 11.166 19.023  C25 1.090
33 H 11.644 12.749 21.548  C26 1.090
34 H 13.055 12.658 20.627  C26 1.090
35 H 12.206 10.087 22.028  C27 1.090
36 H 13.370 11.292 22.802  C27 1.090
37 C 8.892 19.883 14.565  C38 1.542, H42 1.090, H43 1.090, H44 1.090
38 C 10.072 20.824 14.879  C37 1.542, C39 1.527, H45 1.090, H46 1.090
39 C 11.191 20.229 15.732  C38 1.527, C40 1.463, H47 1.090, H48 1.090
40 C 10.745 20.084 17.117  C39 1.463, N41 1.169
41 N 10.498 19.991 18.256  C40 1.169
42 H 8.204 19.787 15.405  C37 1.090
43 H 9.216 18.889 14.258  C37 1.090
44 H 8.355 20.231 13.683  C37 1.090
45 H 9.787 21.764 15.352  C38 1.090
46 H 10.564 21.108 13.949  C38 1.090
47 H 12.094 20.838 15.741  C39 1.090
48 H 11.403 19.254 15.292  C39 1.090
49 C 14.483 19.010 17.233  C50 1.535, H54 1.090, H55 1.090, H56 1.090
50 C 13.447 17.888 17.389  C49 1.535, C51 1.494, H57 1.090, H58 1.090
51 C 13.977 16.492 17.383  C50 1.494, C52 1.514, H59 1.090, H60 1.090
52 C 13.231 15.492 18.240  C51 1.514, N53 1.153
53 N 12.646 14.809 18.961  C52 1.153
54 H 14.044 19.986 17.025  C49 1.090
55 H 15.237 18.877 16.458  C49 1.090
56 H 15.045 19.164 18.154  C49 1.090
57 H 12.733 17.932 16.566  C50 1.090
58 H 12.724 18.093 18.179  C50 1.090
59 H 14.960 16.373 17.841  C51 1.090
60 H 14.069 16.125 16.361  C51 1.090
61 O 11.764 16.790 14.752  P62 1.492
62 P 10.650 15.849 14.438  O61 1.492, N63 1.753, N66 1.703, N69 1.680
63 N 9.264 15.843 15.511  P62 1.753, C64 1.477, C65 1.496
64 C 8.060 14.995 15.406  N63 1.477, H72 1.090, H73 1.090, H74 1.090
65 C 9.244 16.605 16.798  N63 1.496, H75 1.090, H76 1.090, H77 1.090
66 N 11.110 14.214 14.317  P62 1.703, C67 1.463, C68 1.484
67 C 12.101 13.824 13.314  N66 1.463, H78 1.090, H79 1.090, H80 1.090
68 C 11.116 13.314 15.498  N66 1.484, H81 1.090, H82 1.090, H83 1.090
69 N 9.973 16.212 12.944  P62 1.680, C70 1.465, C71 1.460
70 C 9.041 15.355 12.206  N69 1.465, H84 1.090, H85 1.090, H86 1.090
71 C 10.583 17.250 12.118  N69 1.460, H87 1.090, H88 1.090, H89 1.090
72 H 7.327 15.510 14.785  C64 1.090
73 H 7.572 14.800 16.361  C64 1.090
74 H 8.360 14.051 14.950  C64 1.090
75 H 9.734 17.575 16.713  C65 1.090
76 H 9.727 16.106 17.638  C65 1.090
77 H 8.223 16.854 17.087  C65 1.090
78 H 12.910 14.528 13.508  C67 1.090
79 H 12.503 12.862 13.631  C67 1.090
80 H 11.743 13.721 12.290  C67 1.090
81 H 10.428 13.598 16.295  C68 1.090
82 H 10.688 12.380 15.135  C68 1.090
83 H 12.125 13.136 15.871  C68 1.090
84 H 7.990 15.390 12.492  C70 1.090
85 H 9.044 15.817 11.219  C70 1.090
86 H 9.347 14.331 11.993  C70 1.090
87 H 9.745 17.697 11.584  C71 1.090
88 H 11.247 16.770 11.399  C71 1.090
89 H 11.147 17.980 12.698  C71 1.090
90 O 16.926 19.668 11.542  P91 1.490
91 P 15.653 19.013 11.952  O90 1.490, N92 1.694, N95 1.716, N98 1.693
92 N 14.693 18.447 10.676  P91 1.694, C93 1.494, C94 1.454
93 C 14.894 17.042 10.208  N92 1.494, H101 1.090, H102 1.090, H103 1.090
94 C 14.281 19.351 9.615  N92 1.454, H104 1.090, H105 1.090, H106 1.090
95 N 14.590 20.027 12.838  P91 1.716, C96 1.416, C97 1.512
96 C 13.221 19.696 12.988  N95 1.416, H107 1.090, H108 1.090, H109 1.090
97 C 15.122 21.046 13.819  N95 1.512, H110 1.090, H111 1.090, H112 1.090
98 N 15.872 17.771 13.081  P91 1.693, C99 1.483, C100 1.474
99 C 17.002 17.769 14.042  N98 1.483, H113 1.090, H114 1.090, H115 1.090
100 C 14.723 16.964 13.531  N98 1.474, H116 1.090, H117 1.090, H118 1.090
101 H 14.503 16.320 10.925  C93 1.090
102 H 15.966 16.946 10.040  C93 1.090
103 H 14.470 16.846 9.222  C93 1.090
104 H 13.643 18.877 8.869  C94 1.090
105 H 15.108 19.824 9.085  C94 1.090
106 H 13.655 20.132 10.048  C94 1.090
107 H 12.619 20.592 13.138  C96 1.090
108 H 12.871 19.114 12.135  C96 1.090
109 H 13.013 19.169 13.919  C96 1.090
110 H 15.411 20.545 14.743  C97 1.090
111 H 15.962 21.459 13.261  C97 1.090
112 H 14.396 21.819 14.073  C97 1.090
113 H 16.954 18.398 14.931  C99 1.090
114 H 17.279 16.764 14.361  C99 1.090
115 H 17.906 18.105 13.533  C99 1.090
116 H 13.870 17.055 12.859  C100 1.090
117 H 14.269 17.339 14.448  C100 1.090
118 H 15.028 15.921 13.612  C100 1.090
119 O 20.519 23.203 17.097  P120 1.482
120 P 19.269 23.546 16.378  O119 1.482, N121 1.751, N124 1.761, N127 1.703
121 N 18.174 22.199 16.145  P120 1.751, C122 1.469, C123 1.471
122 C 18.636 20.993 15.445  N121 1.469, H130 1.090, H131 1.090, H132 1.090
123 C 17.062 21.882 17.054  N121 1.471, H133 1.090, H134 1.090, H135 1.090
124 N 19.644 24.093 14.746  P120 1.761, C125 1.478, C126 1.419
125 C 18.627 24.043 13.675  N124 1.478, H136 1.090, H137 1.090, H138 1.090
126 C 20.657 25.076 14.596  N124 1.419, H139 1.090, H140 1.090, H141 1.090
127 N 18.395 24.849 17.039  P120 1.703, C128 1.478, C129 1.431
128 C 17.263 25.487 16.337  N127 1.478, H142 1.090, H143 1.090, H144 1.090
129 C 18.332 24.975 18.464  N127 1.431, H145 1.090, H146 1.090, H147 1.090
130 H 19.212 21.226 14.549  C122 1.090
131 H 17.798 20.418 15.053  C122 1.090
132 H 19.164 20.260 16.057  C122 1.090
133 H 17.425 21.478 17.999  C123 1.090
134 H 16.451 21.082 16.637  C123 1.090
135 H 16.523 22.776 17.367  C123 1.090
136 H 18.090 24.986 13.574  C125 1.090
137 H 19.200 23.966 12.750  C125 1.090
138 H 17.971 23.175 13.733  C125 1.090
139 H 21.565 24.833 15.146  C126 1.090
140 H 20.893 25.181 13.537  C126 1.090
141 H 20.347 26.035 15.011  C126 1.090
142 H 16.909 26.230 17.052  C128 1.090
143 H 17.596 26.041 15.459  C128 1.090
144 H 16.412 24.860 16.071  C128 1.090
145 H 19.108 24.342 18.895  C129 1.090
146 H 17.382 24.589 18.832  C129 1.090
147 H 18.373 26.004 18.820  C129 1.090
148 O 11.031 17.672 24.789  P149 1.489
149 P 12.338 17.586 24.081  O148 1.489, N150 1.712, N153 1.699, N156 1.742
150 N 13.573 18.466 24.875  P149 1.712, C151 1.433, C152 1.427
151 C 13.306 19.634 25.662  N150 1.433, H159 1.090, H160 1.090, H161 1.090
152 C 14.929 18.117 24.600  N150 1.427, H162 1.090, H163 1.090, H164 1.090
153 N 12.362 18.200 22.497  P149 1.699, C154 1.490, C155 1.477
154 C 11.214 18.879 21.832  N153 1.490, H165 1.090, H166 1.090, H167 1.090
155 C 13.455 17.870 21.559  N153 1.477, H168 1.090, H169 1.090, H170 1.090
156 N 12.835 15.936 23.825  P149 1.742, C157 1.412, C158 1.486
157 C 12.290 15.187 22.760  N156 1.412, H171 1.090, H172 1.090, H173 1.090
158 C 13.380 15.128 24.948  N156 1.486, H174 1.090, H175 1.090, H176 1.090
159 H 13.415 20.569 25.113  C151 1.090
160 H 13.848 19.683 26.607  C151 1.090
161 H 12.314 19.588 26.112  C151 1.090
162 H 15.621 18.186 25.440  C152 1.090
163 H 15.294 18.862 23.892  C152 1.090
164 H 14.971 17.107 24.194  C152 1.090
165 H 10.609 19.307 22.631  C154 1.090
166 H 11.654 19.605 21.148  C154 1.090
167 H 10.654 18.153 21.243  C154 1.090
168 H 13.758 18.778 21.038  C155 1.090
169 H 14.353 17.640 22.131  C155 1.090
170 H 13.183 17.125 20.811  C155 1.090
171 H 11.525 14.476 23.069  C157 1.090
172 H 11.815 15.871 22.057  C157 1.090
173 H 13.091 14.682 22.221  C157 1.090
174 H 14.163 14.477 24.561  C158 1.090
175 H 12.511 14.609 25.354  C158 1.090
176 H 13.874 15.863 25.584  C158 1.090
177 O 18.617 11.218 15.380  P178 1.496
178 P 17.166 11.524 15.584  O177 1.496, N179 1.707, N182 1.746, N185 1.669
179 N 16.627 11.633 17.200  P178 1.707, C180 1.433, C181 1.423
180 C 17.180 10.730 18.164  N179 1.433, H188 1.090, H189 1.090, H190 1.090
181 C 15.344 12.150 17.534  N179 1.423, H191 1.090, H192 1.090, H193 1.090
182 N 16.154 10.342 14.791  P178 1.746, C183 1.513, C184 1.518
183 C 16.806 9.587 13.654  N182 1.513, H194 1.090, H195 1.090, H196 1.090
184 C 14.649 10.145 14.833  N182 1.518, H197 1.090, H198 1.090, H199 1.090
185 N 16.756 12.969 14.855  P178 1.669, C186 1.500, C187 1.478
186 C 16.373 13.042 13.407  N185 1.500, H200 1.090, H201 1.090, H202 1.090
187 C 17.280 14.219 15.443  N185 1.478, H203 1.090, H204 1.090, H205 1.090
188 H 16.392 10.104 18.583  C180 1.090
189 H 17.600 11.249 19.026  C180 1.090
190 H 17.967 10.116 17.727  C180 1.090
191 H 14.869 12.690 16.715  C181 1.090
192 H 15.416 12.871 18.348  C181 1.090
193 H 14.690 11.316 17.792  C181 1.090
194 H 17.132 10.251 12.853  C183 1.090
195 H 17.743 9.190 14.046  C183 1.090
196 H 16.208 8.743 13.309  C183 1.090
197 H 14.183 10.455 15.768  C184 1.090
198 H 14.148 10.735 14.066  C184 1.090
199 H 14.505 9.089 14.604  C184 1.090
200 H 16.126 14.049 13.072  C186 1.090
201 H 17.200 12.710 12.779  C186 1.090
202 H 15.572 12.346 13.155  C186 1.090
203 H 18.156 14.615 14.929  C187 1.090
204 H 17.369 14.014 16.510  C187 1.090
205 H 16.512 14.990 15.391  C187 1.090
206 O 17.148 20.606 22.846  P207 1.482
207 P 18.235 20.080 21.986  O206 1.482, N208 1.689, N211 1.731, N214 1.672
208 N 19.625 19.897 22.927  P207 1.689, C209 1.454, C210 1.458
209 C 19.467 19.687 24.357  N208 1.454, H217 1.090, H218 1.090, H219 1.090
210 C 20.870 19.358 22.393  N208 1.458, H220 1.090, H221 1.090, H222 1.090
211 N 18.656 21.213 20.746  P207 1.731, C212 1.457, C213 1.475
212 C 19.733 20.935 19.805  N211 1.457, H223 1.090, H224 1.090, H225 1.090
213 C 18.279 22.637 20.812  N211 1.475, H226 1.090, H227 1.090, H228 1.090
214 N 17.952 18.607 21.248  P207 1.672, C215 1.484, C216 1.484
215 C 17.692 17.388 22.053  N214 1.484, H229 1.090, H230 1.090, H231 1.090
216 C 17.061 18.652 20.063  N214 1.484, H232 1.090, H233 1.090, H234 1.090
217 H 20.356 19.982 24.914  C209 1.090
218 H 19.229 18.663 24.644  C209 1.090
219 H 18.571 20.203 24.702  C209 1.090
220 H 20.906 18.273 22.489  C210 1.090
221 H 21.677 19.886 22.901  C210 1.090
222 H 20.949 19.651 21.346  C210 1.090
223 H 19.498 21.413 18.854  C212 1.090
224 H 20.693 21.384 20.062  C212 1.090
225 H 19.856 19.871 19.607  C212 1.090
226 H 17.928 23.011 19.850  C213 1.090
227 H 17.450 22.761 21.509  C213 1.090
228 H 19.184 23.125 21.173  C213 1.090
229 H 18.510 17.253 22.761  C215 1.090
230 H 16.767 17.505 22.617  C215 1.090
231 H 17.616 16.529 21.387  C215 1.090
232 H 16.044 18.788 20.430  C216 1.090
233 H 17.141 17.751 19.454  C216 1.090
234 H 17.267 19.440 19.339  C216 1.090

The value obtained for the highest occupied orbital energy is -8.1413 eV. The SMILES is CN(C)P(=O)(N(C)C)N(C)C.CN(C)P(=O)(N(C)C)N(C)C.CN(C)P(=O)(N(C)C)N(C)C.CN(C)P(=O)(N(C)C)N(C)C.CN(C)P(=O)(N(C)C)N(C)C.CN(C)P(=O)(N(C)C)N(C)C.CCCC#N.CCCC#N.CCCC#N.CCCC#N.CCCC#N. The frontier orbital gap is 8.371 eV. For the lowest unoccupied orbital energy, the calculation gives 0.229 eV. Its net charge is 0. As for the electronic energy: -162686.4361 eV. The energy above the lowest of the compared OMol25 structures with the same formula, charge and spin comes out at 17.7 kcal per mole.